91
Properties=species:S:1:pos:R:3 method="wB97M-V/def2-TZVPD" orbital_gap_ev=8.45 largest_force_ev_per_a=7.37 smiles="N#C[C@H](B(N)O)[C@@H](C#N)CC(=O)O.O=[N+]([O-])c1ccccc1.O=[N+]([O-])c1ccccc1.O=[N+]([O-])c1ccccc1.O=[N+]([O-])c1ccccc1.O=[N+]([O-])c1ccccc1" molar_mass_g_mol=796.5 total_charge=0 e_homo_ev=-9.81 e_lumo_ev=-1.36 e_above_lowest_kcal_mol=71.8
N 2.3737 -3.2257 3.1874
C 1.5741 -3.4838 2.3066
C 0.4393 -3.6436 1.1576
B -0.6393 -4.8414 1.4937
N -0.2520 -5.8910 2.4952
O -1.9294 -4.8932 0.7912
C 1.0536 -3.7242 -0.3293
C 1.9550 -2.4118 -0.5488
N 2.4063 -1.2942 -0.7129
C 1.8930 -5.0615 -0.6552
C 3.4844 -4.8600 -0.7427
O 4.0787 -5.2569 -1.8026
O 4.3184 -4.3109 0.2843
H -0.1813 -2.6587 1.2006
H -1.0256 -6.5936 2.4413
H 0.5708 -6.3677 2.0577
H -1.7062 -5.1929 -0.1233
H 0.1625 -3.6844 -1.0711
H 1.7010 -5.9427 0.0516
H 1.5484 -5.4153 -1.7070
H 4.4888 -5.0680 0.8989
O 1.8761 6.2796 1.5658
N 2.4304 5.9395 0.5254
O 2.9099 6.7171 -0.2890
C 2.5197 4.5062 0.2366
C 1.9526 3.5884 1.1213
C 2.0190 2.2292 0.8305
C 2.6507 1.7943 -0.3319
C 3.2242 2.7148 -1.2060
C 3.1604 4.0763 -0.9253
H 1.4573 3.9134 2.0305
H 1.5753 1.5072 1.5089
H 2.6954 0.7316 -0.5582
H 3.7178 2.3699 -2.1090
H 3.6085 4.7826 -1.6165
O 4.2394 6.1258 8.9983
N 4.5684 6.0414 7.8211
O 5.7236 5.9286 7.4310
C 3.5075 6.0833 6.8111
C 2.1817 6.2483 7.2116
C 1.1802 6.3116 6.2475
C 1.5040 6.2060 4.8973
C 2.8277 6.0310 4.5040
C 3.8367 5.9694 5.4607
H 1.9157 6.3320 8.2600
H 0.1460 6.4465 6.5482
H 0.7202 6.2615 4.1470
H 3.0728 5.9466 3.4511
H 4.8647 5.8360 5.1403
O -1.5968 -2.5395 -1.9197
N -2.1856 -2.8438 -2.9533
O -3.3577 -3.1894 -3.0052
C -1.4306 -2.7937 -4.2075
C -0.0806 -2.4402 -4.1850
C 0.6385 -2.4172 -5.3760
C 0.0107 -2.7403 -6.5761
C -1.3391 -3.0822 -6.5938
C -2.0662 -3.1109 -5.4081
H 0.4212 -2.1859 -3.2567
H 1.6905 -2.1499 -5.3688
H 0.5768 -2.7264 -7.5031
H -1.8232 -3.3297 -7.5328
H -3.1166 -3.3819 -5.4359
O -1.4578 -2.9299 3.6831
N -2.1760 -2.5218 4.5891
O -1.7904 -2.2877 5.7253
C -3.5938 -2.3049 4.2899
C -4.0810 -2.5960 3.0153
C -5.4329 -2.4111 2.7430
C -6.2856 -1.9357 3.7356
C -5.7917 -1.6371 5.0029
C -4.4418 -1.8214 5.2857
H -3.4276 -2.9673 2.2323
H -5.8235 -2.6407 1.7567
H -7.3416 -1.7980 3.5208
H -6.4609 -1.2641 5.7716
H -4.0706 -1.5879 6.2782
O -2.1176 -0.4687 -8.1834
N -1.9757 0.7481 -8.2229
O -1.8615 1.3993 -9.2528
C -1.9347 1.4705 -6.9489
C -2.0235 0.7597 -5.7519
C -1.9598 1.4468 -4.5436
C -1.8133 2.8313 -4.5356
C -1.7357 3.5367 -5.7337
C -1.7956 2.8579 -6.9472
H -2.1376 -0.3196 -5.7438
H -2.0212 0.9024 -3.6063
H -1.7584 3.3637 -3.5903
H -1.6245 4.6162 -5.7211
H -1.7306 3.4193 -7.8734


75
Properties=species:S:1:pos:R:3 method="wB97M-V/def2-TZVPD" orbital_gap_ev=5.49 largest_force_ev_per_a=2.39 smiles="c1ccc([Si](c2ccccc2)(c2ccccc2)[C@@H]2CCCN2)cc1.COc1ccc(C=C2C=C(Br)C(=O)C(Br)=C2)cc1" molar_mass_g_mol=699.6 total_charge=0 e_homo_ev=-7.47 e_lumo_ev=-1.98
C -3.1245 -2.3049 1.5632
C -2.8904 -1.8560 2.8697
C -2.0670 -0.7336 3.0581
C -1.4585 -0.1151 1.9493
Si -0.7182 1.5926 1.9907
C -1.4546 2.4598 3.4458
C -0.5419 2.8565 4.4300
C -0.9963 3.4171 5.6220
C -2.3702 3.5748 5.8226
C -3.2888 3.1807 4.8423
C -2.8379 2.6121 3.6442
C 1.1441 1.6554 2.1280
C 1.9135 0.5056 2.3428
C 3.3091 0.6180 2.3570
C 3.9172 1.8690 2.1738
C 3.1468 3.0356 2.1208
C 1.7536 2.9240 2.1276
C -1.0552 2.6932 0.4754
C -2.4419 3.3176 0.2508
C -2.7506 3.0481 -1.2288
C -1.5811 2.2121 -1.7979
N -0.7240 1.8780 -0.6771
C -1.5172 -0.7444 0.6920
C -2.4061 -1.7932 0.4833
H -3.8537 -3.0832 1.3715
H -3.3614 -2.3550 3.7215
H -1.9156 -0.3262 4.0624
H 0.5302 2.7180 4.2688
H -0.2566 3.7292 6.3600
H -2.7181 3.9908 6.7627
H -4.3581 3.3221 4.9941
H -3.5534 2.2829 2.8780
H 1.4162 -0.4553 2.4992
H 3.9133 -0.2766 2.5071
H 4.9998 1.9443 2.1068
H 3.5990 4.0271 2.0684
H 1.1552 3.8401 2.1465
H -0.3401 3.5331 0.6006
H -3.2034 2.9638 0.9567
H -2.4338 4.4032 0.4546
H -3.7441 2.6342 -1.4383
H -2.7373 3.9990 -1.7639
H -1.9047 1.3037 -2.3298
H -1.0176 2.8142 -2.5245
H 0.2712 1.8100 -0.8753
H -0.9018 -0.3619 -0.1290
H -2.5647 -2.2129 -0.5122
C 5.8402 -4.2236 -3.1898
O 5.4913 -3.3585 -2.0824
C 4.1894 -2.9916 -1.9478
C 3.1489 -3.5909 -2.6861
C 1.9730 -2.8995 -2.8841
C 1.6912 -1.6173 -2.3236
C 0.4568 -0.9759 -2.6224
C -0.5084 -1.6086 -3.5145
C -1.8261 -1.9440 -3.0625
C -2.6130 -2.9231 -3.6204
Br -4.1795 -3.5421 -2.7896
C -2.2165 -3.6452 -4.8580
O -2.8572 -4.6013 -5.3329
C -0.9566 -3.0837 -5.4493
Br -0.3283 -4.0198 -6.9884
C -0.2248 -2.0904 -4.8534
C 2.7142 -1.1344 -1.4116
C 3.8872 -1.8222 -1.1905
H 6.9240 -4.2128 -3.2488
H 5.5035 -5.2464 -3.0006
H 5.4190 -3.8604 -4.1393
H 3.3512 -4.5211 -3.2185
H 1.2146 -3.3794 -3.5021
H 0.1959 -0.0643 -2.0725
H -2.1640 -1.4336 -2.1505
H 0.6761 -1.7269 -5.3443
H 2.5517 -0.1912 -0.8783
H 4.6657 -1.4393 -0.5094


79
Properties=species:S:1:pos:R:3 method="wB97M-V/def2-TZVPD" orbital_gap_ev="4.43 / 4.42" largest_force_ev_per_a=2.74 molar_mass_g_mol=910.2 total_charge=+1 e_homo_ev="-8.99 / -8.99" e_lumo_ev="-4.56 / -4.57"
Ir 0.8796 0.1762 0.0218
S 6.6600 -2.3760 -4.1103
C 5.3913 -1.8662 -3.2308
S 5.5413 -1.1401 -1.6527
C 3.8396 -0.8572 -1.3660
C 2.9875 -1.2338 -2.3989
S 1.3137 -1.0353 -2.4111
S 3.7423 -1.9690 -3.7869
S 3.3704 -0.1984 0.1072
C -2.1557 -1.7887 1.8261
C -1.8279 -0.4600 2.4969
P -1.1074 0.8436 1.4104
C -0.9201 2.1388 2.6856
C -0.0613 1.8797 3.7577
C 0.0739 2.7968 4.7870
C -0.6409 3.9869 4.7525
C -1.4636 4.2662 3.6724
C -1.6012 3.3509 2.6371
C -2.5110 1.4138 0.3949
C -3.8271 1.4468 0.8530
C -4.8374 1.9276 0.0351
C -4.5469 2.3817 -1.2441
C -3.2397 2.3572 -1.7066
C -2.2282 1.8742 -0.8900
C -0.9096 -2.6439 1.5888
P 0.0186 -2.0912 0.1003
C -1.2435 -2.4520 -1.1584
C -1.7928 -3.7239 -1.3095
C -2.8403 -3.9209 -2.1944
C -3.3599 -2.8558 -2.9176
C -2.8270 -1.5855 -2.7611
C -1.7678 -1.3873 -1.8895
C 1.3554 -3.3115 0.0002
C 1.4842 -4.2367 -1.0296
C 2.5720 -5.0980 -1.0489
C 3.5356 -5.0286 -0.0542
C 3.4183 -4.0947 0.9673
C 2.3328 -3.2362 0.9931
H -2.6732 -1.6098 0.8788
H -2.8484 -2.3383 2.4654
H -1.1238 -0.6286 3.3146
H -2.7261 -0.0275 2.9388
H 0.4964 0.9480 3.7939
H 0.7315 2.5802 5.6190
H -0.5651 4.6913 5.5700
H -2.0067 5.2012 3.6277
H -2.2458 3.5788 1.7985
H -4.0766 1.1138 1.8524
H -5.8555 1.9573 0.4005
H -5.3378 2.7650 -1.8754
H -3.0077 2.7186 -2.7003
H -1.2035 1.8557 -1.2398
H -1.1860 -3.6833 1.4100
H -0.2463 -2.6201 2.4558
H -1.3998 -4.5616 -0.7461
H -3.2600 -4.9103 -2.3205
H -4.1811 -3.0200 -3.6027
H -3.2338 -0.7481 -3.3133
H -1.3415 -0.4006 -1.7564
H 0.7452 -4.2734 -1.8201
H 2.6706 -5.8199 -1.8491
H 4.3848 -5.6989 -0.0771
H 4.1802 -4.0211 1.7322
H 2.2451 -2.4894 1.7741
O 1.9552 1.9660 1.5715
C 1.7395 3.2416 0.9936
C 1.9296 3.1372 -0.4897
C 2.7239 4.0543 -1.1580
C 2.8215 3.9899 -2.5375
C 2.0759 3.0375 -3.2111
C 1.3100 2.1565 -2.4718
N 1.2632 2.1679 -1.1364
H 1.7867 2.0188 2.5199
H 2.4353 3.9754 1.4024
H 0.7135 3.5771 1.1930
H 3.2564 4.8131 -0.6012
H 3.4554 4.6799 -3.0783
H 2.0877 2.9643 -4.2890
H 0.7039 1.4117 -2.9646